Formula: C32H27BaClN4O5S
Source: the OMol25 dataset
Level of theory: ωB97M-V/def2-TZVPD

```
71
C32H27BaClN4O5S | the OMol25 dataset | ωB97M-V/def2-TZVPD
Ba 0.60 -0.67 0.76
O 3.25 -1.50 1.53
S 4.15 -0.44 1.11
O 5.16 0.00 2.06
N 3.20 0.68 0.58
C 3.58 1.87 0.04
C 4.86 2.26 -0.30
C 5.11 3.50 -0.91
C 4.10 4.39 -1.18
C 2.77 4.04 -0.82
C 1.68 4.91 -1.03
C 0.43 4.53 -0.63
C 0.26 3.27 -0.03
N 1.25 2.43 0.16
C 2.50 2.80 -0.22
C 5.06 -1.12 -0.27
C 4.36 -1.74 -1.29
C 5.06 -2.28 -2.36
C 6.45 -2.20 -2.40
C 7.14 -1.58 -1.37
C 6.45 -1.03 -0.30
H 5.69 1.60 -0.10
H 6.13 3.76 -1.18
H 4.29 5.34 -1.66
H 1.85 5.87 -1.51
H -0.43 5.17 -0.78
H -0.72 2.93 0.27
H 3.28 -1.82 -1.24
H 4.51 -2.79 -3.15
H 6.99 -2.63 -3.24
H 8.22 -1.52 -1.41
H 6.96 -0.55 0.52
Cl -4.78 -2.37 6.67
C -3.42 -2.01 5.61
C -2.29 -1.38 6.14
C -1.22 -1.09 5.33
C -1.20 -1.42 3.93
O -0.20 -1.15 3.21
C -2.39 -2.06 3.43
C -2.54 -2.47 2.05
O -1.74 -2.37 1.14
C -3.47 -2.34 4.28
H -2.26 -1.12 7.19
H -0.34 -0.60 5.73
H -3.52 -2.95 1.84
H -4.35 -2.82 3.87
C 1.93 0.28 -3.20
N 0.69 0.13 -2.48
C -0.13 1.32 -2.66
C -0.05 -1.06 -2.92
C 0.70 -2.36 -2.71
C 0.97 -3.15 -3.82
C 1.61 -4.38 -3.67
C 1.96 -4.79 -2.39
C 1.70 -3.97 -1.30
C 1.08 -2.71 -1.40
H 1.77 0.46 -4.28
H 2.53 -0.63 -3.10
H 2.50 1.11 -2.79
H -0.43 1.44 -3.72
H 0.45 2.20 -2.37
H -1.02 1.26 -2.04
H -0.32 -0.95 -3.99
H -0.98 -1.08 -2.35
H 0.68 -2.82 -4.81
H 1.82 -5.00 -4.54
H 2.45 -5.75 -2.25
H 2.01 -4.33 -0.32
O -3.69 2.24 0.08
C -2.74 1.49 0.16
N -1.81 0.76 0.21
```

As for the largest force on an atom: 0.55 eV Å⁻¹. The total charge is -2. Its HOMO-LUMO gap is 0.2268 Eh. The total energy comes out at -73876.2645 eV.